Record 1
Here is a cluster of 2 separate species, C31H37BF3N in total from the OMol25 dataset. Energies are from ωB97M-V with the def2-TZVPD basis set.

**Energy above the lowest of the compared OMol25 structures with the same formula, charge and spin**: 71.11 kJ/mol

Each line ends with the Mulliken charge.
CARTESIAN COORDINATES (ANGSTROEM)
C 3.41699 3.73146 5.17315  -1.539
C 2.96250 3.16174 3.86716  0.772
C 1.95638 3.79638 3.14717  -0.830
C 1.55533 3.34816 1.89155  1.537
C 0.50592 4.19080 1.22507  -2.303
C 2.14233 2.18643 1.35093  0.378
C 1.73113 1.65753 -0.01828  0.375
C 2.16578 2.60476 -1.14507  -1.811
C 0.21342 1.30032 -0.09010  -0.932
C -0.15801 0.04844 0.57844  0.777
C -1.43847 -0.29565 1.06210  0.364
C -1.54831 -1.19399 2.18394  0.721
C -0.31600 -1.61152 2.92915  -1.647
C -2.78291 -1.65964 2.59501  -0.902
C -3.96721 -1.26487 1.96238  0.755
C -5.27461 -1.80322 2.43494  -1.509
C -3.88738 -0.33770 0.91959  -1.054
C -2.67604 0.17072 0.47162  1.171
C -2.73145 1.16011 -0.64608  -1.288
C 3.16092 1.53507 2.07605  0.844
C 3.86614 0.31939 1.53135  -1.460
C 3.54197 2.01422 3.32879  -1.208
H 4.20928 3.11680 5.60203  0.358
H 3.80464 4.74717 5.03605  0.329
H 2.59652 3.79199 5.89593  0.336
H 1.48013 4.68496 3.56761  0.431
H 0.37798 4.01192 0.15763  0.230
H -0.47049 4.06360 1.71721  0.370
H 0.74899 5.25820 1.35136  0.515
H 2.26493 0.71188 -0.18773  0.319
H 3.24059 2.80785 -1.06530  0.452
H 1.97154 2.15715 -2.12814  0.423
H 1.65868 3.57335 -1.10177  0.298
H -0.38141 2.12978 0.32090  0.108
H -0.06972 1.21835 -1.15435  0.425
H 0.65534 -0.67710 0.71642  0.370
H -0.59136 -2.20474 3.80855  0.396
H 0.33687 -2.22454 2.29373  0.343
H 0.26031 -0.74799 3.29246  0.328
H -2.83277 -2.33617 3.44875  0.398
H -6.09989 -1.40225 1.84256  0.355
H -5.31124 -2.89561 2.35309  0.356
H -5.43945 -1.55193 3.48993  0.351
H -4.81253 0.00739 0.44892  0.289
H -3.77202 1.28403 -0.97828  0.412
H -2.36962 2.15786 -0.36473  0.330
H -2.15022 0.81426 -1.50408  -0.318
H 4.67525 0.01506 2.20686  0.440
H 3.18408 -0.53918 1.44593  0.256
H 4.32302 0.50276 0.54842  0.360
H 4.31725 1.49425 3.89844  0.264
C 0.82023 -4.47415 -4.25108  -0.935
N 0.31339 -3.24297 -3.69353  0.303
C 1.02882 -2.29948 -2.98446  -0.820
B 2.63830 -2.53907 -2.84633  0.404
F 3.19449 -1.42795 -2.19445  -0.345
F 2.75458 -3.72884 -2.09716  -0.396
F 3.07657 -2.64412 -4.19016  -0.379
C 0.18195 -1.24658 -2.65993  -0.181
C -1.09172 -1.51933 -3.27344  0.754
C -0.99361 -2.81666 -3.86309  0.440
C -2.03492 -3.41469 -4.56029  -0.955
C -3.23739 -2.68936 -4.65071  -0.610
C -3.34417 -1.38159 -4.13490  -0.907
C -2.25277 -0.77753 -3.49455  0.065
H -0.02990 -4.99699 -4.69050  0.342
H 1.56423 -4.28218 -5.03598  0.260
H 1.29513 -5.08513 -3.47446  0.265
H 0.41490 -0.34237 -2.11656  0.571
H -1.90526 -4.41363 -4.98000  0.240
H -4.08820 -3.15837 -5.14678  0.368
H -4.27561 -0.81769 -4.25336  0.372
H -2.27220 0.27060 -3.19555  0.409

Record 2
Here is a cluster of 2 separate species, C6H12O4 in total from the OMol25 dataset. Energies are from ωB97M-V with the def2-TZVPD basis set.

**Energy above the lowest of the compared OMol25 structures with the same formula, charge and spin**: 47.86 kJ/mol
**SMILES**: CCO[C@H]1CCC(=O)O1.O

Each line ends with the Mulliken charge.
CARTESIAN COORDINATES (ANGSTROEM)
C -1.99298 -0.44161 1.99768  -1.255
C -0.72610 -0.97774 1.37301  -0.152
O -0.70534 -0.61262 -0.00610  -0.367
C 0.51122 -0.75771 -0.64718  0.122
C 0.27652 -0.96604 -2.14312  -0.609
C 0.36286 0.44759 -2.71199  -0.388
C 1.17612 1.20539 -1.68937  0.444
O 1.45003 2.38186 -1.67007  -0.596
O 1.34462 0.44889 -0.59328  -0.372
H -1.98423 0.65587 2.03377  0.293
H -2.87482 -0.76497 1.42790  0.322
H -2.08198 -0.82201 3.02368  0.377
H 0.16844 -0.55990 1.85973  0.338
H -0.69060 -2.07684 1.45658  0.285
H 1.10615 -1.54593 -0.16441  0.408
H 1.06631 -1.60827 -2.54979  0.300
H -0.68709 -1.45442 -2.32126  0.303
H 0.84184 0.51861 -3.69430  0.325
H -0.62679 0.92402 -2.77760  0.235
O 1.07400 1.86692 2.85048  -0.643
H 1.99857 1.60661 2.82608  0.305
H 0.99325 2.53230 2.11955  0.324

Record 3
Here is a cluster of 3 separate species, C28H40F16I2N7O6PS in total from the OMol25 dataset. Energies are from ωB97M-V with the def2-TZVPD basis set.

**SMILES**: [H]/N=C\C[C@](C[C@H](O)CN)(N=C=S)O[C@@](C)([PH2]=N)[C@@](OC#N)(/C(I)=C(/C)I)N(CNC)COC.FC(F)C(F)(F)COC(F)(F)C(F)F.FC(F)C(F)(F)COC(F)(F)C(F)F

Each line ends with the Mulliken charge.
CARTESIAN COORDINATES (ANGSTROEM)
H -4.64709 1.32410 -2.40047  0.274
N -5.05983 0.38454 -2.35941  -0.685
C -4.54831 -0.21361 -1.38121  -0.408
C -3.46648 0.30716 -0.42783  0.019
C -3.97219 0.92794 0.94220  0.664
C -5.48644 0.60458 1.20336  -2.289
C -5.81261 -0.84434 1.60538  1.118
O -6.44890 -1.58759 0.54372  -0.616
C -6.89956 -0.79263 2.73181  -0.933
N -6.92949 -2.06402 3.52729  -0.647
N -3.94189 2.41415 0.85956  -0.155
C -4.39990 2.93217 -0.09412  0.326
S -5.38673 3.76801 -1.00986  -0.282
O -3.26914 0.32954 2.00236  0.989
C -2.09222 0.88438 2.48303  -0.085
C -1.12559 1.46009 1.39691  -1.756
P -2.41576 2.43953 3.58449  0.021
N -3.96982 2.77475 3.72706  -0.751
C -1.23886 -0.20338 3.34768  1.185
O -0.21445 0.66532 3.94171  -0.435
C 0.02421 0.49861 5.20150  0.736
N 0.20489 0.34462 6.28291  -0.511
C -2.09027 -0.96970 4.38201  -1.458
I -4.04384 -0.32453 5.04172  0.005
C -1.71750 -2.08319 5.01860  0.527
C -2.60616 -2.83056 6.01700  -1.425
I 0.19919 -2.97184 4.81120  0.138
N -0.55026 -1.02880 2.37539  1.071
C 0.88355 -0.90464 2.22260  -1.006
N 1.46442 -1.80756 1.20302  -0.247
C 2.91215 -1.49711 1.10247  -0.870
C -1.28863 -2.00747 1.65279  -1.396
O -0.91657 -3.38884 1.82471  -0.245
C -0.82156 -4.00671 0.55338  -0.592
H -4.86906 -1.25718 -1.23559  0.537
H -2.73790 0.96107 -0.94069  0.635
H -2.87332 -0.57851 -0.13373  -0.681
H -6.13596 0.89841 0.36598  0.736
H -5.75395 1.26210 2.04846  0.634
H -4.97394 -1.46684 1.96075  -0.299
H -6.64513 -2.47679 0.86620  0.375
H -6.72254 0.02531 3.45077  0.354
H -7.90623 -0.64296 2.30928  0.316
H -6.88712 -1.79376 4.50319  0.305
H -6.10077 -2.61026 3.30994  0.292
H -1.55096 2.32461 0.86907  0.580
H -0.89654 0.70581 0.62252  -0.003
H -0.16601 1.78997 1.81675  0.619
H -1.80626 3.57733 2.98046  0.106
H -1.93307 2.27257 4.90418  0.150
H -4.20124 2.74932 4.71731  0.309
H -2.69332 -2.23664 6.93955  0.377
H -2.12339 -3.77721 6.31367  0.430
H -3.57508 -3.10728 5.58112  0.355
H 1.19262 0.11588 1.88651  0.408
H 1.48580 -1.07801 3.13212  0.273
H 1.07870 -1.51428 0.30673  0.180
H 3.31381 -1.05819 2.03115  0.363
H 3.47849 -2.41617 0.91694  0.270
H 3.10151 -0.75114 0.30718  0.211
H -2.37532 -1.97695 1.85469  0.383
H -1.20031 -1.80525 0.55966  0.766
H -0.62840 -5.08311 0.64433  0.305
H 0.00398 -3.57861 -0.04906  0.180
H -1.74268 -3.85941 -0.04906  0.253
F 5.19550 -2.33272 -3.05816  -0.193
C 5.42513 -2.76929 -1.80178  0.016
F 4.22472 -2.79403 -1.16967  -0.187
C 6.38551 -1.85545 -1.04160  1.075
F 5.84967 -0.62417 -0.88469  -0.226
F 6.52446 -2.37410 0.21235  -0.347
C 7.80138 -1.71975 -1.62882  -0.869
O 8.04272 -0.56494 -2.42029  -0.406
C 7.70332 -0.60880 -3.76457  0.669
F 7.36481 -1.86154 -4.12809  -0.275
F 8.82101 -0.29771 -4.45561  -0.304
C 6.61426 0.40795 -4.10269  0.306
F 5.49155 0.17098 -3.39095  -0.157
F 6.27780 0.32978 -5.41091  -0.310
H 5.80681 -3.79306 -1.84891  0.218
H 8.46894 -1.60172 -0.77537  0.428
H 8.13360 -2.63272 -2.12393  0.333
H 6.94963 1.42455 -3.88880  0.229
F 0.63069 3.77546 -4.24518  -0.194
C 0.66148 4.36647 -5.45899  0.083
F -0.55853 4.18373 -6.02018  -0.275
C 1.73874 3.76127 -6.35764  0.890
F 1.47490 2.46080 -6.61125  -0.262
F 1.67266 4.40605 -7.55758  -0.333
C 3.18769 3.89733 -5.85987  -0.774
O 3.73973 2.76675 -5.19986  -0.346
C 3.49952 2.62094 -3.84250  0.704
F 2.92132 3.73531 -3.35189  -0.300
F 4.71472 2.53070 -3.24988  -0.301
C 2.69696 1.35711 -3.52802  0.450
F 1.49740 1.38156 -4.14560  -0.245
F 2.46479 1.27348 -2.19395  -0.252
H 0.81694 5.44133 -5.32798  0.276
H 3.80066 4.00748 -6.75429  0.418
H 3.34459 4.81583 -5.29352  0.328
H 3.23545 0.46601 -3.85080  0.132

Record 4
Here is an isolated molecule of C5H5NO from the OMol25 dataset. Energies are from ωB97M-V with the def2-TZVPD basis set.

**Energy above the lowest of the compared OMol25 structures with the same formula, charge and spin**: 301.97 kJ/mol
**SMILES**: C#CC(=O)[C@H]1CN1

Each line ends with the Mulliken charge.
CARTESIAN COORDINATES (ANGSTROEM)
C 2.87001 -0.36635 -0.31809  0.196
C 1.87413 -0.16280 0.32947  -0.313
C 0.53050 0.14102 0.81021  0.216
O 0.16982 0.09159 1.96790  -0.550
C -0.38326 0.48680 -0.31990  -0.097
C -1.59761 -0.36920 -0.44214  -0.443
N -1.70114 1.01266 -0.02093  -0.617
H 3.74656 -0.54485 -0.90168  0.395
H 0.10671 0.86185 -1.21408  0.393
H -1.72560 -1.15546 0.29915  0.245
H -1.97290 -0.59264 -1.43713  0.254
H -1.80514 1.06411 0.99167  0.321

| no. | highest occupied orbital energy (eV) | orbital gap (eV) |
| --- | --- | --- |
| 1 | -6.825 | 3.849 |
| 2 | -10.230 | 11.041 |
| 3 | -8.095 | 7.784 |
| 4 | -10.092 | 10.139 |